Entry 1:
{"formula": "C7H18CuF3N6O5", "method": "ωB97M-V with the def2-TZVPD basis set", "orbital_gap_ev": 8.04, "homo_ev": -7.350, "spin_multiplicity": 1, "relative_energy_ev": 0.0893, "elements": ["Cu", "C", "O", "O", "C", "F", "F", "F", "C", "C", "H", "H", "H", "H", "H", "H", "C", "O", "N", "N", "H", "H", "H", "H", "C", "O", "N", "N", "H", "H", "H", "H", "C", "O", "N", "N", "H", "H", "H", "H"], "xyz": [[0.42063, 0.03926, 1.03978], [1.58611, -0.84066, -1.51506], [2.02604, 0.43319, -1.02764], [1.37838, -1.59428, -0.41765], [0.37107, -0.65005, -2.46299], [-0.41501, -1.73890, -2.60908], [-0.47674, 0.34212, -2.08552], [0.81781, -0.37610, -3.71344], [2.40805, 1.44432, -1.91872], [2.96697, 2.66958, -1.21993], [2.12993, 3.27290, -0.87178], [3.53101, 2.28992, -0.36598], [3.65569, 3.21312, -1.86188], [1.67867, 1.70378, -2.69755], [3.19719, 1.00619, -2.55674], [2.45137, -1.11519, -2.14283], [-0.07161, -2.22526, 3.65418], [0.06346, -1.37834, 2.77275], [-0.74611, -3.36944, 3.42939], [0.46635, -2.10422, 4.89881], [-0.70010, -4.05921, 4.15816], [-1.07500, -3.65483, 2.52658], [0.93573, -1.24389, 5.11451], [0.18110, -2.69759, 5.65365], [-0.79831, 2.84544, 0.04229], [-0.53154, 2.09408, 0.98211], [-1.75554, 2.55637, -0.87196], [-0.22885, 4.06373, -0.15824], [-2.03563, 1.59670, -0.98745], [-2.17956, 3.30282, -1.38452], [0.38133, 4.31436, 0.60468], [-0.23616, 4.50484, -1.05379], [-2.29173, -1.43379, -0.01242], [-1.89834, -0.48592, 0.65889], [-1.48524, -2.49763, -0.27970], [-3.48548, -1.48116, -0.67241], [-1.81645, -3.22749, -0.88080], [-0.46941, -2.40297, -0.23439], [-4.17687, -0.81702, -0.36397], [-3.77320, -2.29878, -1.16939]], "forces_ev_per_a": [[-0.21, -0.57, -0.54], [0.84, -0.55, 1.77], [-1.08, 1.57, 0.91], [-1.02, 0.73, -0.98], [-0.35, -0.26, -0.30], [0.50, 0.06, 0.03], [0.46, -0.15, -0.19], [-0.21, 0.37, 0.05], [1.23, -0.58, -1.90], [-0.42, -0.92, 0.47], [0.30, 0.28, 0.09], [0.02, 0.26, 0.12], [-0.21, 0.17, -0.10], [-0.56, 0.12, 0.56], [0.25, 0.10, 0.13], [-0.26, -0.74, -0.37], [0.21, 0.86, -1.47], [0.24, 0.01, 0.60], [-0.32, -0.91, 0.93], [0.16, 0.15, 0.16], [-0.16, -0.25, -0.25], [0.13, 0.40, -0.23], [-0.08, 0.03, -0.02], [0.00, 0.02, 0.07], [-0.75, -0.66, -0.17], [0.74, 0.32, -0.23], [-0.01, -0.23, -0.05], [0.22, -0.25, 1.36], [-0.18, 0.08, 0.17], [-0.09, -0.15, -0.29], [0.18, 0.45, -0.51], [0.19, 0.19, -0.03], [1.63, -0.56, -0.76], [-0.66, 0.27, -0.09], [-0.13, -0.67, 0.69], [-0.55, 0.83, 0.55], [-0.03, 0.04, -0.21], [0.17, 0.45, 0.14], [-0.08, -0.19, -0.12], [-0.12, -0.10, -0.01]]}

---

Entry 2:
{"formula": "C7H18FNNbO2", "method": "ωB97M-V with the def2-TZVPD basis set", "orbital_gap_ev": 7.81, "homo_ev": -4.447, "spin_multiplicity": 1, "total_charge": -1, "elements": ["C", "C", "F", "C", "Nb", "C", "O", "C", "C", "C", "N", "O", "H", "H", "H", "H", "H", "H", "H", "H", "H", "H", "H", "H", "H", "H", "H", "H", "H", "H"], "xyz": [[-0.90216, -4.20015, -1.13068], [-1.01191, -2.91700, -0.30993], [-0.30021, -3.18315, 0.91509], [-0.46314, -1.66331, -0.93276], [-0.13287, 0.23523, 0.36128], [-2.12575, 0.80252, -0.53464], [1.32261, -0.68756, 1.13255], [-0.00386, 2.29843, 1.30345], [1.12292, 3.33604, 1.12913], [2.48067, 2.72101, 0.82958], [2.67797, 2.42196, -0.50714], [3.33690, 2.51791, 1.67756], [-0.37995, -4.02789, -2.07581], [-0.34897, -4.95049, -0.55815], [-1.88306, -4.62519, -1.36780], [-2.05045, -2.73879, -0.01022], [0.50939, -1.92105, -1.39418], [-1.12531, -1.39219, -1.76274], [0.50942, 0.67955, -1.33899], [-1.33552, -0.55067, 1.50755], [-2.05968, 1.82600, -0.93536], [-2.90737, 0.79561, 0.23510], [-2.46464, 0.15086, -1.34561], [1.34292, -1.65402, 1.08483], [-0.94330, 2.77024, 0.98841], [-0.12077, 2.07204, 2.37781], [1.28774, 3.94551, 2.02739], [0.83961, 4.01488, 0.31719], [1.82047, 2.28203, -1.03206], [3.30829, 1.64162, -0.65087]], "forces_ev_per_a": [[-0.02, -0.24, -0.17], [-0.07, 0.34, 0.27], [-0.04, -0.04, -0.10], [0.40, -0.09, -0.45], [-0.08, 0.86, 0.78], [-0.35, 0.01, -0.01], [0.09, -0.83, -0.09], [0.02, 0.33, -0.47], [0.23, 0.25, 0.30], [0.10, -0.02, -0.02], [-0.07, -0.40, 0.19], [-0.37, 0.14, -0.35], [0.00, 0.02, 0.12], [-0.05, 0.05, -0.08], [0.06, 0.08, 0.04], [0.13, -0.09, 0.15], [-0.13, 0.03, 0.02], [0.11, -0.08, 0.05], [-0.42, -0.10, 0.14], [0.11, -0.16, -0.54], [0.00, -0.10, 0.00], [0.00, 0.11, -0.11], [-0.02, 0.10, 0.07], [0.15, 0.04, 0.28], [0.03, -0.03, 0.18], [0.03, -0.25, -0.15], [-0.18, -0.05, -0.11], [0.20, -0.08, 0.00], [0.01, 0.00, 0.03], [0.11, 0.20, 0.04]]}

---

Entry 3:
{"formula": "C7H18N", "method": "ωB97M-V with the def2-TZVPD basis set", "orbital_gap_ev": 9.69, "homo_ev": -14.710, "spin_multiplicity": 1, "relative_energy_ev": 0.7764, "total_charge": 1, "elements": ["C", "C", "C", "C", "H", "H", "H", "H", "H", "H", "H", "H", "H", "H", "C", "C", "C", "N", "H", "H", "H", "H", "H", "H", "H", "H"], "xyz": [[-1.73111, 0.27581, -1.11476], [-0.61056, 0.06385, -2.13399], [0.33822, 1.26531, -2.19031], [0.17141, -1.21378, -1.84469], [-2.56162, -0.40968, -1.28923], [-1.37778, 0.11743, -0.09408], [-2.14065, 1.27784, -1.19405], [-1.06226, -0.03798, -3.12172], [0.97166, 1.20032, -3.07680], [1.00940, 1.28632, -1.32973], [-0.20166, 2.20971, -2.23830], [-0.49296, -2.07280, -1.76887], [0.89115, -1.41726, -2.64027], [0.74643, -1.12676, -0.91501], [-0.85585, -0.12098, 2.97444], [0.19647, -0.75845, 2.08625], [2.27643, 0.27136, 1.33786], [1.01054, 0.26892, 1.41014], [-0.39552, 0.55949, 3.68662], [-1.60040, 0.41167, 2.38376], [-1.35345, -0.90282, 3.54227], [0.88967, -1.37274, 2.65619], [-0.24500, -1.35851, 1.29287], [2.77365, 1.03090, 0.74732], [2.83391, -0.49749, 1.85718], [0.51987, 1.05033, 0.97691]], "forces_ev_per_a": [[-0.05, -0.10, -0.39], [0.18, 0.17, 0.25], [-0.13, -0.20, -0.35], [0.02, 0.02, -0.26], [0.09, -0.12, 0.12], [0.00, 0.03, 0.14], [-0.04, 0.19, 0.08], [-0.09, 0.02, -0.02], [0.06, 0.04, 0.07], [0.07, 0.06, 0.21], [-0.01, 0.03, 0.02], [0.00, -0.09, 0.06], [-0.02, -0.03, 0.04], [-0.09, -0.02, 0.00], [0.13, -0.02, -0.08], [-0.05, 0.09, 0.20], [-0.08, 0.00, -0.04], [0.25, 0.19, 0.12], [-0.01, 0.08, 0.06], [-0.03, 0.02, 0.05], [-0.09, -0.03, -0.04], [0.02, -0.08, -0.02], [-0.04, -0.07, -0.03], [0.05, 0.08, 0.14], [0.07, -0.08, -0.11], [-0.20, -0.19, -0.21]]}

---

Entry 4:
{"formula": "C7H18N2SSi", "method": "ωB97M-V with the def2-TZVPD basis set", "orbital_gap_ev": 9.02, "homo_ev": -8.291, "spin_multiplicity": 1, "relative_energy_ev": 1.9593, "elements": ["C", "C", "C", "C", "N", "S", "N", "Si", "C", "C", "C", "H", "H", "H", "H", "H", "H", "H", "H", "H", "H", "H", "H", "H", "H", "H", "H", "H", "H"], "xyz": [[-2.15353, 0.17584, 1.51401], [-2.11840, 0.06492, -0.01939], [-1.98685, -1.41769, -0.35200], [-3.20102, 0.80343, -0.65215], [-0.65307, 0.66493, -0.72863], [-0.24442, 2.18061, -0.09922], [0.40489, 0.62424, 0.26223], [2.01719, 0.07744, -0.11314], [2.77034, 0.90657, -1.63485], [1.76912, -1.80955, 0.07079], [3.01995, 0.71906, 1.44302], [-1.54448, -0.59854, 1.93694], [-1.71721, 1.09498, 1.71971], [-3.08740, 0.29254, 1.90811], [-2.99886, -1.93626, -0.45591], [-1.72486, -1.64464, -1.45923], [-1.27752, -2.08763, 0.17724], [-2.98050, 1.21412, -1.69655], [-3.97591, 0.23421, -0.90501], [-3.48410, 1.60219, -0.07698], [2.00108, 1.41564, -2.34698], [3.44386, 1.60753, -1.36648], [3.30541, 0.11536, -2.32343], [1.64658, -2.04911, 1.13615], [0.83219, -2.24087, -0.38682], [2.56101, -2.39889, -0.41206], [3.93320, 0.28858, 1.34992], [2.90205, 1.82423, 1.26851], [2.54124, 0.27678, 2.24221]], "forces_ev_per_a": [[2.34, -0.44, -2.41], [3.36, -1.58, 0.41], [-1.19, -1.99, -3.52], [2.73, 1.71, -3.21], [-2.15, -1.75, 1.17], [0.56, 1.07, 0.33], [-1.29, 0.38, 0.24], [0.71, -0.09, 0.94], [-2.69, -3.49, -3.49], [-0.79, -0.35, -1.02], [-3.11, 1.56, -3.69], [-0.06, -0.34, 0.52], [1.24, 1.88, 0.70], [-2.78, -0.44, 0.84], [0.93, 0.67, 1.12], [0.14, 1.04, 1.38], [-0.59, 0.98, 0.31], [0.46, -0.35, 1.30], [-3.53, -2.62, -0.31], [-0.88, 2.03, 1.43], [1.09, -0.94, 1.42], [2.34, 2.32, 0.94], [-0.86, 1.46, 1.33], [0.47, 0.09, -0.19], [0.78, 0.88, 0.17], [0.10, 0.13, 0.51], [3.23, -0.55, -0.21], [0.62, -1.02, 0.92], [-1.17, -0.26, 2.07]]}

---

Entry 5:
{"formula": "C7H18N3O2S", "method": "ωB97M-V with the def2-TZVPD basis set", "orbital_gap_ev": 9.40, "homo_ev": -12.013, "spin_multiplicity": 1, "relative_energy_ev": 0.3253, "total_charge": 1, "elements": ["C", "C", "C", "C", "C", "C", "C", "N", "N", "N", "O", "O", "S", "H", "H", "H", "H", "H", "H", "H", "H", "H", "H", "H", "H", "H", "H", "H", "H", "H", "H"], "xyz": [[1.11738, -0.23085, 1.10793], [2.02694, 0.62190, -0.97309], [1.94824, 0.95152, 1.69766], [2.14058, 2.00968, -0.43857], [-1.15248, -2.15522, 0.53812], [-1.81493, -2.01890, -1.71788], [-0.01589, -0.72063, -0.98568], [0.97816, -0.26446, -0.25619], [1.48085, 2.06334, 0.87922], [-0.89914, -1.63790, -0.71277], [-2.35791, 2.47762, 0.68065], [-3.06956, -0.01798, 0.06028], [-2.01042, 0.95617, 0.91228], [1.41905, -1.19686, 1.45788], [0.06736, -0.07847, 1.50024], [1.99802, 0.47768, -2.14293], [2.93565, 0.06633, -0.75457], [1.68998, 1.02438, 2.67715], [3.02208, 0.83900, 1.60930], [3.19601, 2.32666, -0.35996], [1.61322, 2.74112, -1.12758], [-1.25980, -3.19235, 0.51500], [-0.43345, -1.99939, 1.30674], [-2.07605, -1.88243, 1.00830], [-1.42984, -1.90430, -2.81849], [-2.08258, -3.04969, -1.64558], [-2.75746, -1.39875, -1.56613], [0.01738, -0.41504, -1.99907], [-3.94484, -0.17196, 0.41744], [1.64767, 3.00194, 1.27241], [-1.99422, 2.77784, -0.14208]], "forces_ev_per_a": [[-1.35, 0.03, 4.10], [0.28, -2.88, -1.82], [-0.23, -0.59, -3.95], [-1.24, 1.88, -0.20], [-0.56, -1.05, 3.05], [-2.02, 1.14, -3.18], [1.13, -0.29, 0.39], [0.92, 2.53, -4.38], [0.17, 1.29, -0.06], [1.14, 1.15, -0.96], [-0.97, 0.70, 0.32], [0.55, 0.88, -0.60], [-0.34, -1.65, 0.50], [0.65, -0.56, 0.55], [1.39, -0.05, 0.00], [-0.56, 0.62, 2.33], [0.26, 0.04, 0.17], [-0.76, 0.45, 2.83], [0.44, -0.39, 0.07], [-0.20, -0.32, -0.28], [0.61, -0.74, 0.83], [0.09, -2.01, -0.54], [0.82, 0.36, 0.03], [-0.72, 0.77, -0.25], [-0.47, 0.14, 2.23], [-0.03, -0.75, 0.35], [1.10, -0.90, -0.57], [-0.07, 0.23, -0.84], [-0.33, 0.38, 0.74], [-0.08, -0.88, 0.00], [0.38, 0.47, -0.85]]}

---

Entry 6:
{"formula": "C7H18NO", "method": "ωB97M-V with the def2-TZVPD basis set", "orbital_gap_ev": 9.67, "homo_ev": -12.817, "spin_multiplicity": 1, "relative_energy_ev": 2.4893, "total_charge": 1, "elements": ["C", "C", "C", "C", "C", "C", "C", "N", "H", "H", "H", "H", "H", "H", "H", "H", "H", "H", "H", "H", "H", "H", "H", "H", "H", "H", "O"], "xyz": [[-1.48397, 0.31157, -0.96281], [-1.94092, 0.45711, 0.45785], [-0.81408, 1.14648, 1.37417], [0.53631, -0.82504, 1.35237], [0.52785, 0.47972, 1.20289], [1.64682, 1.45462, 1.03412], [1.60722, -1.97020, 1.37137], [-0.63420, -0.94063, -1.21897], [-2.36808, 0.12726, -1.64263], [-0.78517, 1.16203, -1.23637], [-2.24008, -0.46466, 0.97216], [-2.82518, 1.09859, 0.62830], [-1.12265, 1.18989, 2.49732], [-0.91237, 2.30612, 1.14529], [-0.48604, -1.37880, 1.49701], [1.96087, 2.17945, 1.85537], [1.52678, 2.18272, 0.16122], [2.71216, 1.00911, 0.89620], [1.92707, -2.11379, 0.39998], [2.41168, -1.71976, 2.11839], [1.45097, -3.04787, 1.72987], [-0.84180, -1.66593, -0.50342], [0.42208, -0.78742, -1.30253], [-0.75670, -1.47985, -2.12365], [0.51368, 1.08032, -3.17744], [0.48435, 0.02631, -4.20639], [0.36156, 0.06939, -3.26947]], "forces_ev_per_a": [[-0.12, -0.09, -1.59], [0.64, 0.92, 3.00], [-2.48, 1.92, 0.44], [-1.29, -4.63, 0.95], [0.10, 1.82, 0.84], [3.81, 1.08, -0.71], [0.34, 0.62, 3.08], [1.30, -2.37, -0.59], [1.11, 0.88, 0.52], [-1.39, -0.87, 0.00], [0.09, -0.19, -0.63], [0.27, -0.24, -0.96], [0.39, -0.57, -1.90], [0.97, -2.30, -0.02], [1.56, 1.58, -0.07], [-1.42, -1.01, -0.33], [-0.23, -1.15, 0.88], [-1.91, 0.10, -0.16], [1.51, -0.07, -2.00], [-0.21, 0.23, -1.35], [-1.34, 1.69, -0.35], [0.50, 0.81, -0.17], [-1.85, 0.09, 0.83], [-0.65, 1.48, 0.86], [-0.37, -2.38, 0.18], [0.15, -0.66, -1.20], [0.54, 3.30, 0.43]]}